# 1
# C29H22ClO4PPtS

A molecular structure, C29H22ClO4PPtS at a distorted geometry (ωB97M-V/def2-TZVPD, the OMol25 dataset).

Output
Energy above the lowest of the compared OMol25 structures with the same formula, charge and spin = 220.3 kJ/mol
Kohn-Sham gap (spin up / spin down) = 0.205 / 0.205 Ha
⟨S²⟩ = 0.772
Lowest unoccupied orbital energy (spin up / spin down) = 2.352 / 2.096 eV
Electronic energy = -2738.2761 Eh
HOMO energy (spin up / spin down) = -3.21 / -3.47 eV

Structure (ORCA input):
```
! wB97M-V def2-TZVPD RIJCOSX def2/J DEFGRID3
* xyz -1 2
Pt 0.84291 0.02501 0.07820
O -0.71835 0.83485 -1.57716
C -0.40763 -0.35043 -1.44543
C -0.73942 -1.54946 -2.08651
C -1.43004 -1.58492 -3.32738
C -1.74674 -2.78659 -3.90633
C -1.38834 -3.99286 -3.29870
C -0.72066 -3.98229 -2.07694
C -0.40742 -2.78928 -1.46477
P 0.32666 -2.59000 0.17855
C 0.61023 -4.32627 0.68210
C 1.64202 -5.01205 0.03182
C 2.00060 -6.28331 0.42575
C 1.36715 -6.88289 1.50768
C 0.38334 -6.18700 2.19311
C 0.01502 -4.91457 1.79924
C -1.14326 -2.15339 1.17377
C -2.42124 -2.58849 0.83824
C -3.50443 -2.19136 1.60235
C -3.32044 -1.37705 2.70743
C -2.04358 -0.97108 3.06346
C -0.95886 -1.34682 2.29448
H -1.69229 -0.64890 -3.79592
H -2.28965 -2.80473 -4.84371
H -1.63877 -4.93582 -3.76247
H -0.46455 -4.91584 -1.59889
H 2.14273 -4.52768 -0.79775
H 2.78873 -6.80806 -0.09612
H 1.63875 -7.88518 1.81145
H -0.09839 -6.63971 3.05058
H -0.75481 -4.37999 2.33945
H -2.56221 -3.22808 -0.02388
H -4.50042 -2.51037 1.32688
H -4.17083 -1.05811 3.29470
H -1.89466 -0.35054 3.93327
H 0.04333 -1.02908 2.56013
S 3.46445 -1.42410 1.65835
C 2.40200 -0.41210 1.10466
C -0.81020 5.88973 -1.69487
C 0.53108 6.32366 -1.19685
C 1.31434 7.21198 -1.90458
C 2.58405 7.53475 -1.44978
Cl 3.54326 8.67372 -2.33770
C 3.09599 6.94945 -0.30998
C 2.31057 6.06667 0.41180
C 1.01665 5.76180 0.00234
O 0.11250 5.02006 0.67409
C 0.46646 4.09074 1.67317
C 0.55798 2.63251 1.10981
O -0.11269 1.77628 1.70322
O 1.31503 2.45632 0.14337
H -1.00720 6.29453 -2.68437
H -1.59898 6.20346 -1.01269
H -0.83086 4.80150 -1.73389
H 0.94342 7.64434 -2.82332
H 4.10133 7.17403 0.01462
H 2.73105 5.60866 1.29132
H -0.33430 4.11974 2.41549
H 1.41961 4.32462 2.15512
*
```

# 2
# C31H17Cl5N4O5Ti

A molecular structure, C31H17Cl5N4O5Ti at a distorted geometry (ωB97M-V/def2-TZVPD, the OMol25 dataset).

Output
Energy above the lowest of the compared OMol25 structures with the same formula, charge and spin = 75.3 kJ/mol
Kohn-Sham gap (spin up / spin down) = 0.145 / 0.145 Ha
Lowest unoccupied orbital energy (spin up / spin down) = 4.088 / 4.088 eV
Electronic energy = -4937.4751 Eh
HOMO energy (spin up / spin down) = 0.15 / 0.15 eV

Structure (ORCA input):
```
! wB97M-V def2-TZVPD RIJCOSX def2/J DEFGRID3
* xyz -2 1
Ti 0.30518 -0.48738 0.09895
O -3.92700 -0.64245 -0.21969
C -2.74283 -0.31941 -0.36395
N -1.65065 -1.10337 -0.47774
C -1.77757 -2.50306 -0.66481
C -2.97017 -3.16523 -0.96688
C -2.99458 -4.53909 -1.18497
C -1.82999 -5.28326 -1.10070
C -0.63038 -4.64906 -0.80251
C -0.58740 -3.27462 -0.57943
N 0.57091 -2.57209 -0.22278
C 1.81203 -3.03450 -0.37443
O 2.23760 -4.08889 -0.85652
C 2.85418 -2.05887 0.15846
C 4.20266 -2.37334 0.09255
C 5.12296 -1.45838 0.57246
C 4.67783 -0.25957 1.10435
C 3.31281 -0.02149 1.13491
N 2.43639 -0.90760 0.67709
C -2.48726 1.17536 -0.41099
C -2.97733 1.97245 0.62292
C -2.79409 3.33766 0.54667
C -2.16126 3.86541 -0.57212
C -1.72744 2.99002 -1.55446
N -1.88201 1.66925 -1.48692
H -3.88156 -2.59416 -1.01546
H -3.93886 -5.02022 -1.41705
H -1.84384 -6.35509 -1.26748
H 0.29324 -5.20505 -0.74914
H 4.48200 -3.31902 -0.34946
H 6.18429 -1.67218 0.52038
H 5.36731 0.48786 1.47311
H 2.89361 0.90269 1.51241
H -3.46880 1.50617 1.46579
H -3.13470 3.98315 1.34848
H -1.98798 4.92948 -0.67562
H -1.21578 3.36239 -2.43688
Cl 4.05991 4.58033 -3.75508
C 3.19885 3.18977 -3.08563
C 3.30984 1.96653 -3.73623
C 2.60720 0.88691 -3.18926
Cl 2.73280 -0.66258 -3.98462
C 1.81070 0.97674 -2.04922
O 1.15437 -0.06255 -1.58858
C 1.75794 2.25358 -1.37432
C 1.04267 2.39907 -0.17807
O 0.38212 1.45088 0.41646
C 2.45630 3.35581 -1.94570
H 3.90729 1.84244 -4.62635
H 1.01581 3.38818 0.28869
H 2.40816 4.32472 -1.46315
Cl -4.05745 2.39489 5.18245
C -2.85536 1.46605 4.30544
C -1.58088 1.97559 4.14948
C -0.64572 1.24032 3.44454
Cl 0.98018 1.85432 3.39862
C -0.93460 -0.00265 2.82013
O -0.09213 -0.66984 2.10510
C -2.23078 -0.49925 3.10960
Cl -2.61576 -2.10295 2.58878
C -3.18212 0.21690 3.81166
H -1.30646 2.92925 4.57751
H -4.16452 -0.20635 3.96575
*
```

# 3
# C5H35N2O13

13 unconnected molecules or ions with the total composition C5H35N2O13 at a distorted geometry (ωB97M-V/def2-TZVPD, the OMol25 dataset).

Output
Energy above the lowest of the compared OMol25 structures with the same formula, charge and spin = 503.6 kJ/mol
Kohn-Sham gap = 0.311 Ha
Lowest unoccupied orbital energy = -2.563 eV
Electronic energy = -1298.8701 Eh
HOMO energy = -11.02 eV

Structure (ORCA input):
```
! wB97M-V def2-TZVPD RIJCOSX def2/J DEFGRID3
* xyz 1 1
O -2.56523 1.21441 2.08481
C -2.30520 2.14110 2.81099
C -0.84728 2.45079 3.14593
C 0.03066 2.78486 1.95576
C 0.17288 1.71667 0.84379
C 1.37891 1.07997 0.79794
N 1.77121 0.08903 -0.13664
N -0.74883 1.64497 -0.15640
H -2.97983 2.64835 3.49189
H -0.84487 3.32623 3.82261
H -0.32446 1.64861 3.73711
H -0.50673 3.65904 1.61519
H 1.09194 3.04469 2.14056
H 1.94067 1.35523 1.64870
H 2.27592 0.44212 -0.95104
H 2.25638 -0.66932 0.36691
H 0.92903 -0.45032 -0.47261
H -1.74169 1.65554 0.08111
H -0.50604 0.91908 -0.82016
H -0.42111 -4.13224 -2.66392
H -0.62499 -2.79786 -3.43815
O 0.00937 -3.27679 -2.88610
H 4.01518 2.61223 -2.00516
H 4.82621 1.18524 -2.07476
O 4.28668 1.79911 -1.57378
H -3.84680 1.95933 -0.03937
H -3.27850 3.23178 -0.69267
O -4.04329 2.64136 -0.69307
H 2.66796 -2.63315 -2.07164
H 1.41630 -2.19778 -2.92371
O 2.07024 -1.89860 -2.23791
H -2.71635 2.30017 -3.36168
H -1.18672 2.44975 -3.24511
O -1.95375 2.02021 -2.84679
H 0.09547 -3.22364 0.50351
H 1.32565 -4.09655 0.39193
O 1.05582 -3.18651 0.55507
H -1.00680 -1.80587 -0.20983
H -0.27620 -1.98881 -1.64888
O -0.38306 -1.42815 -0.85292
H 1.26038 -2.15258 2.83309
H 1.01754 -0.80940 3.70577
O 1.48997 -1.63791 3.61290
H 3.06124 -0.81677 3.25787
H 4.23025 -0.08756 2.39180
O 3.29929 -0.13894 2.61783
H -3.95624 -0.81089 -0.32113
H -5.10958 -1.79629 -0.45291
O -4.14865 -1.73984 -0.48399
H 1.73171 0.79618 -4.26576
H 2.01927 0.89454 -2.89720
O 1.56981 1.44207 -3.55691
H -2.19735 -4.22714 1.09054
H -2.85800 -3.50666 0.12040
O -1.91840 -3.64307 0.35614
*
```

# 4
# C6H14N4O2

2 unconnected molecules or ions with the total composition C6H14N4O2 at a distorted geometry (ωB97M-V/def2-TZVPD, the OMol25 dataset).

Output
Energy above the lowest of the compared OMol25 structures with the same formula, charge and spin = 287.2 kJ/mol
Kohn-Sham gap = 0.338 Ha
Lowest unoccupied orbital energy = 0.841 eV
Electronic energy = -606.4645 Eh
HOMO energy = -8.37 eV

Structure (ORCA input):
```
! wB97M-V def2-TZVPD RIJCOSX def2/J DEFGRID3
* xyz 0 1
C -0.68597 2.27636 -0.60283
C 0.81588 2.04244 -0.78400
C 1.82201 0.02297 -0.32104
C 3.03791 -1.98230 0.44082
C -1.44756 -1.07190 0.48726
C -3.08974 -1.03204 -1.17380
H -0.88901 3.35694 -0.49088
H -1.25903 1.95441 -1.48128
H -1.06414 1.78280 0.28357
H 1.31197 2.30175 0.18014
H 1.20471 2.74667 -1.53563
H 1.95283 0.34712 0.70188
H 2.28319 -1.55294 -1.47755
H 3.81349 -2.63683 0.02303
H 3.47705 -1.34544 1.21857
H 2.25389 -2.62817 0.88902
H -1.64887 0.33192 3.15915
H -2.63997 0.51793 1.81445
H -1.02319 -1.90412 -0.06937
H -4.02410 -0.50487 -1.37329
N 1.14299 0.67950 -1.17166
N 2.52236 -1.12969 -0.60058
N -1.67734 0.48636 2.14800
N -0.99650 -0.61377 1.57441
O -2.57785 -0.51031 -0.03643
O -2.61501 -1.93479 -1.80195
*
```